Entry 1:
49
Properties=species:S:1:pos:R:3:forces:R:3 method="wB97M-V/def2-TZVPD" total_charge=+2 de_lowest_kcal_mol=6.88 homo_energy_ev="-14.46 / -15.58" largest_force_ev_per_a=0.98 multiplicity=6 total_energy_ha=-4019.418329
Ir -1.12230 -2.82488 -0.01346 -0.7 -0.7 0.0
Br 1.51907 -2.64640 -0.00844 0.7 -0.1 0.0
S -1.37941 -5.21138 -0.02009 0.6 0.6 0.0
O -3.21681 -2.97355 0.00004 -0.1 -0.1 0.0
O -0.83089 -0.77974 -0.00941 0.2 -0.1 0.0
N -3.81503 -4.15746 -0.00019 0.1 -0.1 0.0
C -5.15345 -4.17569 0.00839 0.0 -0.1 0.0
C -2.36291 1.42436 -0.00715 -0.1 0.2 0.0
C -1.02134 3.08918 1.25726 0.0 0.0 0.1
C 4.79225 1.66571 1.26324 0.1 0.0 0.0
C 4.00952 2.08011 0.00523 -0.3 0.0 0.0
C 0.21966 1.34633 -0.00286 0.3 0.2 0.0
C 1.53640 -0.74475 -0.00452 -0.2 -0.2 0.0
C -5.82458 -5.38306 0.00862 -0.1 0.1 0.0
C -1.01710 3.09536 -1.25882 0.0 0.0 -0.1
C 2.68737 1.34100 0.00158 0.2 -0.1 0.0
C 3.82391 3.59783 0.00808 0.0 0.0 0.0
C 0.24950 -0.09894 -0.00579 -0.1 0.1 0.0
C -5.11750 -6.57949 0.00000 0.0 0.0 0.0
C 1.44842 1.98330 0.00064 -0.1 0.0 0.0
C -1.04305 2.20450 -0.00302 0.0 -0.2 0.0
C -3.73945 -6.54141 -0.00897 0.1 0.1 0.0
C -3.06700 -5.31250 -0.00921 -0.7 0.0 0.0
C 2.71419 -0.09622 -0.00107 -0.1 0.4 0.0
C 4.79607 1.67091 -1.25212 0.1 0.0 0.0
H 4.26262 1.93385 -2.16623 0.0 0.0 0.0
H -1.91194 3.71783 1.25769 0.0 0.0 0.0
H 5.02400 0.60421 -1.27729 0.0 0.0 0.0
H 5.02022 0.59893 1.28466 0.0 0.0 0.0
H 4.25594 1.92477 2.17679 0.0 0.0 0.0
H 3.29334 3.94670 0.89569 0.0 0.0 0.0
H -3.14379 -7.44383 -0.01593 0.0 0.0 0.0
H 3.29621 3.95044 -0.87974 0.0 0.0 0.0
H 4.80596 4.06937 0.01065 0.0 0.0 0.0
H -6.90553 -5.36867 0.01560 0.0 0.0 0.0
H -2.48532 0.80033 0.87738 0.0 0.0 0.0
H -3.16363 2.16407 -0.00683 -0.1 -0.1 0.0
H 1.44527 3.06104 0.00287 0.0 0.0 0.0
H -5.62466 -3.20386 0.01474 0.0 0.0 0.0
H -0.15672 3.75036 1.29890 0.0 0.0 0.0
H 3.65768 -0.62241 -0.00032 0.0 0.0 0.0
H -1.03544 2.48541 2.16616 0.0 0.0 0.0
H -1.02811 2.49604 -2.17072 0.0 0.0 0.0
H 5.74712 2.20410 -1.25345 0.0 0.0 0.0
H -1.90774 3.72395 -1.25920 0.0 0.0 0.0
H -2.48220 0.80454 -0.89504 0.0 0.0 0.0
H 5.74324 2.19896 1.26973 0.0 0.0 0.0
H -5.63960 -7.52610 0.00027 0.0 0.0 0.0
H -0.15243 3.75682 -1.29435 0.0 0.0 0.0

***

Entry 2:
53
Properties=species:S:1:pos:R:3:forces:R:3 method="wB97M-V/def2-TZVPD" de_lowest_kcal_mol=0.00 homo_energy_ev=-6.00 largest_force_ev_per_a=0.53 total_energy_ha=-2189.047524
Rb -0.57696 0.65764 -0.16838 0.2 0.5 0.0
Cl 3.21189 7.24509 1.36513 0.0 0.0 0.0
Cl -1.23042 4.93176 3.29999 0.0 0.0 0.0
O -2.86607 -0.60148 -1.49305 0.0 -0.1 0.0
O -0.24156 -0.94182 -2.58742 0.0 0.0 0.0
O -0.30716 2.53913 1.79545 0.0 -0.2 -0.1
O -0.34529 -3.19287 -0.77594 0.0 -0.1 0.0
O 0.62211 -1.45370 1.23548 0.0 -0.1 0.0
O -2.24140 -1.06265 1.36922 0.0 -0.2 0.0
N 1.91873 2.38714 0.17613 -0.1 0.0 0.0
C -1.43917 -1.13861 -3.32209 0.0 0.0 0.1
C 2.17770 5.84038 1.46048 0.0 -0.1 -0.1
C 0.19583 4.78269 2.31405 0.1 0.1 0.0
C -3.11485 -1.86712 0.59563 0.0 0.0 0.0
C 0.43843 3.54925 1.67872 0.0 0.0 0.0
C -1.54118 -1.78874 2.36990 0.0 0.1 0.0
C 0.23162 -3.31380 -2.05949 0.1 0.0 -0.1
C -2.58522 -1.61045 -2.44960 0.0 0.0 0.0
C 0.37295 -3.72154 0.32293 0.0 0.0 0.0
C 3.92934 3.36025 -0.68700 -0.1 0.0 0.0
C 0.71187 -1.98593 -2.62382 0.0 0.0 0.0
C 2.51680 4.65997 0.76126 0.1 0.1 0.0
C 3.67882 4.53116 -0.03366 0.0 0.0 0.0
C 3.00208 2.31021 -0.55390 0.1 0.0 -0.1
C -3.77014 -1.02218 -0.47808 0.1 0.0 0.0
C 1.65414 3.53669 0.85299 0.0 -0.1 0.0
C 1.26456 -2.68427 0.99258 0.1 0.1 0.0
C 1.03670 5.88954 2.21205 0.0 0.0 0.0
C -0.10375 -1.30167 2.44678 -0.1 0.0 0.0
H 4.81287 3.23555 -1.29850 0.0 0.0 0.0
H 1.56368 -1.61581 -2.05129 0.0 0.0 0.0
H 3.17625 1.37343 -1.07866 0.0 0.0 0.0
H -1.28379 -1.84067 -4.14844 0.0 0.0 0.0
H 1.05032 -2.15712 -3.65524 0.0 0.0 0.0
H -0.11229 -0.22766 2.64999 0.1 0.0 0.1
H -1.59488 -2.85924 2.15722 0.0 0.0 0.0
H -0.37281 -4.09935 1.02312 0.0 0.0 0.0
H 4.35917 5.36791 -0.11254 0.0 0.0 0.0
H -2.01277 -1.61900 3.34465 0.0 0.0 0.0
H 0.98310 -4.57875 0.01452 0.0 0.0 0.0
H -1.69986 -0.16620 -3.74471 0.0 0.0 0.0
H 1.67481 -3.10215 1.92091 0.0 0.0 0.0
H -4.59710 -1.59080 -0.91892 0.0 0.0 0.0
H -3.46686 -1.78681 -3.08048 0.0 0.0 0.0
H -2.54099 -2.68070 0.13908 -0.1 0.0 0.0
H 0.78133 6.79826 2.74050 0.0 0.0 0.0
H 1.07970 -4.00822 -2.05147 0.0 0.0 0.0
H -3.90083 -2.30663 1.22337 0.0 0.0 0.0
H 2.11111 -2.44966 0.34228 0.0 0.0 0.0
H -0.52326 -3.75094 -2.72092 0.0 0.0 0.0
H -2.32377 -2.54437 -1.94731 0.0 0.0 0.0
H 0.40829 -1.81342 3.26929 0.0 0.0 0.0
H -4.17179 -0.11168 -0.03281 0.0 0.0 0.0

***

Entry 3:
58
Properties=species:S:1:pos:R:3:forces:R:3 method="wB97M-V/def2-TZVPD" total_charge=+1 de_lowest_kcal_mol=6.53 homo_energy_ev="-11.04 / -11.41" largest_force_ev_per_a=0.68 multiplicity=4 total_energy_ha=-4023.484204
Sb 1.29878 0.96475 -1.60618 0.1 0.6 -0.3
Sb -2.29107 0.49940 1.57888 0.1 0.2 0.2
Ni 0.89214 -1.40900 -0.85000 -0.5 -0.1 0.5
P 1.67304 -2.14881 2.00188 -0.3 -0.1 -0.1
F 2.33757 -2.56554 0.52978 -0.1 0.0 0.0
F 1.34514 -0.64909 1.26060 0.1 -0.2 -0.5
F 0.92054 -1.62617 3.29489 -0.1 0.1 0.1
F 3.05774 -1.58058 2.48084 0.2 0.1 0.0
F 1.93399 -3.58395 2.58072 0.0 0.0 0.0
F 0.22636 -2.63713 1.36520 0.1 0.1 -0.1
O 2.65076 -4.56865 -3.15078 0.0 -0.1 0.0
O -2.92042 -1.90656 0.06312 0.1 0.1 -0.1
O 2.39367 -2.51746 -2.27829 0.2 -0.1 0.1
O -1.12226 -0.82996 -0.72378 0.4 -0.2 0.5
N -0.10297 -2.97305 -1.68201 0.2 -0.1 0.0
C -0.06106 2.86186 1.66293 0.0 0.0 0.1
C 0.53836 -3.97800 -2.26557 0.0 0.0 0.0
C 1.10886 5.29629 0.88321 0.0 0.0 0.0
C 1.96004 -3.61548 -2.56259 -0.1 0.1 0.0
C -1.41505 -5.31800 -2.13828 0.0 0.0 0.0
C 3.08496 2.02777 -1.17176 -0.1 -0.1 0.0
C -3.78581 2.01077 1.39034 0.0 -0.2 -0.1
C -0.51383 1.55380 2.25607 -0.2 -0.3 -0.2
C -2.06761 -4.26925 -1.50840 0.0 0.0 0.0
C 0.13389 3.14006 0.30136 0.0 0.1 0.0
C 0.72920 4.35517 -0.05334 -0.1 0.0 -0.1
C 0.88058 5.03926 2.22629 0.0 0.0 0.0
C -0.27572 2.24121 -0.82417 0.4 -0.3 -0.1
C -1.36352 -3.09530 -1.29726 0.1 0.1 0.1
C 0.30501 3.83909 2.59653 -0.1 0.0 0.0
C 1.02573 1.31108 -3.68881 0.1 0.0 0.2
C -2.95754 -0.49883 3.34033 0.1 0.0 -0.3
C -0.08349 -5.18186 -2.52620 0.0 0.0 0.0
C -1.87832 -1.86017 -0.58015 -0.3 0.1 0.0
H 3.56622 -4.27704 -3.28656 0.0 0.0 0.0
H 0.88444 4.56118 -1.10778 0.0 0.0 0.0
H -0.56308 2.82343 -1.69950 -0.1 0.1 0.1
H 0.14053 3.63842 3.64871 0.0 0.0 0.0
H 3.92317 1.34089 -1.26620 0.0 0.0 0.0
H 1.14864 5.76621 2.98144 0.0 0.0 0.0
H -3.30590 0.26412 4.03602 0.0 0.0 0.0
H -2.14212 -1.07692 3.76737 0.0 0.0 0.0
H 3.03253 2.39932 -0.15005 0.0 0.0 0.0
H 1.83922 0.84042 -4.23767 0.0 0.0 0.0
H -3.56740 2.67586 0.55849 0.0 0.0 0.0
H 3.20212 2.85731 -1.86561 0.0 0.0 0.0
H 0.26878 0.79515 2.21323 -0.1 0.1 0.0
H 0.45705 -5.98429 -3.00673 0.0 0.0 0.0
H -1.08021 1.55045 -0.59277 -0.1 0.0 0.0
H -3.80810 2.57202 2.32469 0.0 0.0 0.0
H 0.07959 0.86662 -3.99219 0.0 0.0 0.0
H 1.01571 2.38035 -3.89317 0.0 0.0 0.0
H 1.57035 6.22353 0.57017 0.0 0.0 0.0
H -0.78412 1.69325 3.30525 0.1 0.0 0.0
H -1.93261 -6.25036 -2.31906 0.0 0.0 0.0
H -3.09053 -4.34392 -1.16715 0.0 0.0 0.0
H -3.77405 -1.15296 3.04641 0.0 0.0 0.1
H -4.73791 1.50928 1.22727 0.0 0.1 0.0

***

Entry 4:
51
Properties=species:S:1:pos:R:3:forces:R:3 method="wB97M-V/def2-TZVPD" homo_energy_ev=-8.44 largest_force_ev_per_a=16.48 total_energy_ha=-1261.947688 smiles="CCn1ccnc1CNC(=O)C[C@@H]1C(=O)NCCN1Cc1ccccc1F"
F -5.26185 -1.96706 0.94148 0.8 -2.3 0.0
O 1.65048 -0.00391 -2.06277 -1.4 1.6 -0.5
O 0.03006 -2.63182 1.45488 2.7 2.2 -7.1
N 0.57716 1.30561 -0.30569 4.4 -3.7 -7.9
N 2.49010 0.83990 1.85685 -4.0 -0.8 4.0
N -1.73203 -0.13962 -0.61110 -1.0 1.7 4.6
N 1.93223 -1.79568 0.22299 -5.8 -2.7 -5.6
N 4.11116 0.25570 0.65017 2.1 -0.4 -1.1
C -4.16874 1.22784 -0.31865 4.9 2.6 -6.5
C 0.61264 0.39102 -1.56249 -2.1 -2.1 8.0
C 4.88411 0.04481 -1.65851 3.3 0.8 -6.9
C -0.64992 -0.62482 -1.21135 3.3 -1.6 -7.3
C 5.08171 -0.54077 -0.44086 1.9 13.5 5.7
C 0.59603 -2.24714 0.16040 2.2 -2.0 12.8
C 3.11361 1.99147 1.57143 1.2 0.1 -0.3
C 3.03787 -0.26867 1.50091 5.2 3.5 -5.1
C -2.90627 -0.98565 -0.56448 0.5 0.7 5.8
C -0.36709 1.70107 0.56275 -4.6 -0.1 1.3
C -6.33162 1.62922 0.37397 6.1 -9.7 -2.7
C -6.36102 0.04325 0.76130 0.0 3.1 1.0
C -5.26567 1.97928 -0.50778 -6.2 4.3 5.4
C -4.06059 -0.07404 -0.14490 -2.1 -5.5 2.0
C -1.36027 0.46751 0.91978 13.1 -5.5 -8.3
C 2.73274 -1.75422 1.24379 3.0 2.9 7.8
C -0.11793 -2.29395 -0.96872 -1.0 3.0 -5.6
C -5.21518 -0.76375 0.47791 -2.0 5.6 -0.1
C 4.23353 1.64615 0.80379 -1.5 1.1 0.0
H 2.75731 3.00345 1.97756 0.7 -1.8 -0.8
H -0.65504 -0.41238 1.41910 -2.4 2.3 -0.8
H -5.44408 3.12720 -0.57402 1.7 -1.8 -1.1
H -1.06092 -2.83903 -0.89160 0.6 -0.2 -0.4
H -7.17147 1.94495 0.69267 -5.6 3.6 1.6
H 1.49502 1.62821 -0.48627 1.0 1.7 1.6
H 0.59304 -2.33977 -1.90775 -1.8 -0.6 1.6
H -2.10798 0.78672 1.28721 -10.0 3.6 5.3
H 4.87183 2.52354 0.37945 -0.6 -2.7 0.3
H -0.93403 2.58341 0.10811 0.2 -0.9 1.3
H -7.29283 -0.27376 1.51926 2.8 0.5 -2.4
H 3.94504 0.02883 -2.04557 -3.0 -0.2 -0.8
H -3.33965 1.66894 -1.09252 -1.1 -1.1 2.4
H 5.27504 1.07205 -1.90228 -0.2 -0.9 1.0
H 2.32570 -1.63924 -0.65840 0.5 0.5 -1.6
H 5.48993 -0.61365 -2.42336 -0.9 1.1 1.0
H -3.12009 -1.39565 -1.47654 -0.4 -1.3 -2.4
H 2.10420 -1.65517 2.12580 -0.5 -2.2 0.7
H 4.91006 -1.38615 -0.21882 -1.9 -11.7 2.2
H -0.82509 -0.74851 -2.38028 -0.8 -0.4 1.9
H -2.83911 -1.87990 0.36201 0.1 2.2 -2.8
H 3.71247 -2.38412 1.44601 -2.3 0.9 -0.8
H 0.06684 1.84876 1.53818 0.5 0.9 0.2
H 5.95855 -0.08046 0.05693 0.5 -1.5 -0.7